93
Properties=species:S:1:pos:R:3:forces:R:3 method="wB97M-V/def2-TZVPD" smiles="NC(N)(N)Cc1cc2c(cc1C(F)(F)C(F)(F)F)C(=O)c1ccc(Cl)c(P(O)(O)=S)c1C2=O.COCCOCCOC.COCCOCCOC" lumo_ev=-2.39 homo_lumo_gap_ev=6.454 max_force_ha_per_bohr=0.1632 homo_ev=-8.8
N 7.49290 5.94258 2.13960 0.601 -1.159 -1.858
C 6.55724 5.61940 0.95878 0.827 -1.643 0.367
N 5.60690 4.53869 1.45239 0.591 0.569 0.124
N 7.43049 4.98435 -0.10016 -1.331 0.163 -0.662
C 5.76037 6.98948 0.42540 -0.634 -0.257 0.997
C 4.44082 6.61994 -0.47294 -1.736 -0.417 -1.515
C 3.04911 6.21853 0.35971 -1.211 -0.192 -3.761
C 1.64289 5.83187 -0.44204 3.409 0.630 -2.071
C 1.72794 5.82176 -2.08356 1.830 0.544 1.368
C 3.09542 6.21478 -2.89787 -0.020 0.125 3.011
C 4.50368 6.65518 -2.10960 -4.067 -2.001 2.092
C 5.78073 7.07624 -3.04119 0.232 -0.918 -0.270
F 5.79292 6.28318 -4.32733 -0.170 2.587 3.908
F 7.11269 6.87571 -2.43126 -4.215 0.620 -1.877
C 5.60079 8.69505 -3.37469 1.469 2.090 -0.483
F 6.29021 9.06910 -4.64986 -2.697 -1.142 4.348
F 4.19010 9.14627 -3.40368 5.211 -1.475 -0.007
F 6.35404 9.40994 -2.28286 -2.932 -2.062 -3.591
C 0.36324 5.40904 -2.89990 0.319 1.045 -4.238
O 0.25923 5.66589 -4.21713 0.414 -1.796 7.995
C -0.86506 4.64003 -2.08202 -2.276 -1.229 0.691
C -1.99173 3.89110 -3.05644 -0.408 0.065 5.317
C -3.23723 3.16043 -2.26866 2.768 1.891 1.130
C -3.35696 3.14590 -0.60381 2.640 1.471 -1.804
Cl -4.87118 2.27277 0.06858 2.565 1.537 -1.034
C -2.23430 3.87119 0.39319 0.593 -0.808 -5.090
P -2.32724 3.85113 2.29841 -0.498 1.483 2.895
O -0.76365 3.42550 3.02732 -3.457 -0.045 -0.428
O -3.48192 2.74456 2.98145 0.848 1.693 -1.715
S -2.91188 5.65816 2.87254 0.443 -1.514 -0.697
C -0.98786 4.64137 -0.41382 -0.998 -0.961 -2.079
C 0.21906 5.47748 0.36136 0.568 2.290 4.543
O 0.14201 5.95501 1.60983 0.180 -3.300 -7.715
H 8.41440 6.16230 1.65732 -1.342 0.018 0.927
H 7.67742 4.98468 2.56682 -0.333 1.628 -0.594
H 5.41669 4.68211 2.46842 0.210 -0.362 -1.163
H 6.01614 3.58158 1.26315 -0.598 1.771 0.517
H 6.85617 4.62538 -0.92110 1.011 0.589 1.501
H 8.03268 4.21517 0.27214 -1.057 0.937 -0.251
H 5.36969 7.51418 1.42026 0.771 -1.204 -2.145
H 6.49594 7.76198 -0.07703 -1.552 -1.885 0.763
H 2.98602 6.19169 1.54242 0.440 0.170 -2.874
H 3.09479 6.19350 -4.08841 -0.139 0.028 2.967
H -1.86784 3.90552 -4.23113 -0.328 -0.023 2.819
H -4.06576 2.65499 -2.95266 1.858 1.106 1.993
H -0.85469 3.50616 4.03846 -0.179 0.021 -2.157
H -4.42307 3.13570 2.94399 2.266 -0.398 -0.084
C -2.45891 -0.14277 2.30081 -0.211 -0.034 -0.041
O -3.57469 -0.95249 1.96581 0.447 -0.101 -0.265
C -3.67147 -1.22372 0.56932 -0.298 -0.416 0.381
C -4.06244 -2.68404 0.31651 0.201 0.116 -0.173
O -3.04135 -3.64079 0.62777 -0.231 0.241 0.341
C -2.73434 -3.82605 2.01613 -0.081 -0.266 -0.044
C -3.85442 -4.47525 2.83759 0.116 0.678 -0.070
O -4.92626 -3.55477 3.04272 -0.143 -0.360 -0.420
C -6.20539 -4.16201 2.96579 0.214 0.302 0.197
H -2.66552 0.90072 2.04576 0.213 -0.178 0.012
H -2.29452 -0.22257 3.37789 -0.140 0.070 -0.080
H -1.55001 -0.48365 1.79364 0.001 -0.013 -0.049
H -2.72746 -1.01208 0.05280 0.002 -0.013 0.096
H -4.44621 -0.56645 0.16187 0.009 -0.091 -0.261
H -4.24633 -2.79444 -0.75848 0.200 0.012 0.058
H -5.00091 -2.94192 0.80529 0.060 0.159 0.231
H -2.38973 -2.89467 2.46564 -0.269 0.028 0.088
H -1.87506 -4.50623 2.03382 -0.153 -0.036 -0.114
H -3.46969 -4.74928 3.82465 0.207 -0.195 -0.042
H -4.19824 -5.38289 2.32803 -0.029 0.064 -0.019
H -6.28544 -4.81658 2.09287 0.014 -0.098 0.019
H -6.95196 -3.37037 2.86163 0.145 -0.029 0.107
H -6.40680 -4.72554 3.88137 -0.146 -0.146 -0.074
C 1.72441 -9.03091 -1.08782 -0.291 0.009 -0.279
O 0.35366 -9.18832 -1.41820 0.221 0.032 0.540
C -0.30822 -10.16309 -0.61519 -0.368 0.405 -0.240
C -1.70494 -9.68369 -0.20449 0.130 -0.110 0.219
O -1.71533 -8.61165 0.74708 0.163 0.010 -0.441
C -1.26986 -7.33141 0.27947 -0.306 0.090 0.039
C -2.19102 -6.67212 -0.75381 0.616 -0.266 -0.109
O -2.08972 -7.33541 -2.01396 -0.499 -0.259 0.174
C -3.33343 -7.45021 -2.68541 0.461 0.052 -0.041
H 2.30513 -9.86091 -1.50069 0.172 0.004 0.130
H 2.07332 -8.09473 -1.52976 -0.080 -0.125 -0.060
H 1.87060 -8.96870 -0.00418 0.019 -0.076 -0.008
H 0.26845 -10.39843 0.28747 0.004 0.096 -0.055
H -0.40079 -11.07320 -1.21632 -0.121 -0.180 0.144
H -2.20682 -10.52056 0.29488 0.156 0.103 0.103
H -2.32075 -9.44322 -1.07000 0.228 0.109 -0.147
H -0.23894 -7.38280 -0.07100 -0.109 -0.022 -0.257
H -1.25564 -6.68850 1.16704 -0.162 -0.126 -0.040
H -1.88041 -5.63432 -0.90837 -0.097 0.106 0.294
H -3.22103 -6.68042 -0.37873 0.039 -0.030 -0.042
H -4.12065 -7.80134 -2.01172 -0.062 0.073 0.040
H -3.22166 -8.18756 -3.48462 0.092 0.139 0.054
H -3.61154 -6.48726 -3.12335 -0.222 -0.011 -0.012



86
Properties=species:S:1:pos:R:3:forces:R:3 method="wB97M-V/def2-TZVPD" smiles="NC1=C(CCCCl)C(=O)C(CCCI)=CC1=O.CC#N.CC#N.CC#N.CC#N.CC#N.CC#N.CC#N.CC#N.CC#N" lumo_ev=-0.96 homo_lumo_gap_ev=8.180 max_force_ha_per_bohr=0.0544 homo_ev=-9.1
N 1.28669 2.03133 2.47201 0.766 -0.573 -0.124
C 1.36789 1.72711 1.12217 -0.164 -0.856 -0.483
C 1.70015 2.57320 0.14905 0.513 0.799 0.284
C 1.99699 4.02002 0.49136 -0.509 0.218 -0.569
C 0.84452 4.91248 -0.02989 -0.191 -0.002 0.065
C -0.42256 4.74884 0.82930 0.479 0.112 -0.955
Cl -1.81919 5.36824 -0.15151 0.138 -0.048 0.499
C 1.76537 2.13856 -1.27261 -0.401 -1.272 1.701
O 1.90176 2.95188 -2.12694 0.550 1.637 -1.964
C 1.63101 0.67663 -1.63112 0.634 0.350 -0.487
C 1.87132 0.25731 -3.06499 -0.537 1.276 0.088
C 0.54927 -0.18423 -3.74301 0.565 -0.402 -0.566
C 0.48997 -1.63583 -4.24823 -1.141 0.238 -0.131
I 1.40618 -3.10690 -2.95861 -0.269 0.157 -0.362
C 1.27528 -0.14080 -0.66590 -0.210 -0.426 0.733
C 1.04972 0.31850 0.72597 0.572 1.047 -1.537
O 0.64449 -0.45380 1.53031 -0.866 -1.682 2.062
H 1.20548 1.16565 2.99770 -0.411 0.106 0.083
H 2.18421 2.41369 2.75588 -0.319 0.474 0.300
H 2.05967 4.18511 1.56895 0.091 -0.274 -0.038
H 2.95850 4.32956 0.07337 -0.157 0.007 -0.161
H 1.15151 5.96053 -0.08926 -0.077 -0.063 0.167
H 0.55980 4.61921 -1.04113 0.262 0.002 0.040
H -0.36827 5.29712 1.76666 -0.192 -0.078 -0.015
H -0.60274 3.68642 0.98320 -0.155 0.135 0.247
H 2.69382 -0.45171 -3.16437 -0.257 -0.226 0.168
H 2.19688 1.17266 -3.56853 0.045 -0.194 -0.036
H 0.41295 0.44328 -4.63214 -0.047 -0.129 0.045
H -0.32461 0.01812 -3.12029 0.221 -0.132 0.206
H 0.86829 -1.76411 -5.26246 0.544 -0.013 0.307
H -0.58108 -1.89793 -4.30968 0.755 -0.193 0.136
H 1.13839 -1.20348 -0.83326 -0.079 0.061 0.116
C 1.19925 -1.55384 5.47913 0.266 0.615 -0.026
C 1.35829 -0.09957 5.37328 -0.003 -1.435 0.015
N 1.48967 1.02735 5.26357 0.186 1.038 0.015
H 1.34537 -2.01120 4.50245 -0.022 0.032 -0.013
H 1.93266 -1.95496 6.17539 -0.037 -0.024 0.017
H 0.20756 -1.78767 5.83658 -0.022 0.053 0.095
C -1.99654 -3.54971 3.79110 0.383 -0.060 0.492
C -1.17170 -3.73482 4.99409 -0.853 0.007 -1.156
N -0.51884 -3.86775 5.91865 0.427 -0.383 0.863
H -1.98223 -2.50533 3.48759 -0.027 -0.011 -0.027
H -1.60411 -4.15966 2.98131 0.008 0.023 -0.011
H -3.02057 -3.84405 3.99663 -0.002 0.036 0.051
C 1.84263 -6.66568 -4.62950 -0.258 -0.150 -0.045
C 0.40897 -6.96648 -4.70759 1.397 0.304 0.105
N -0.70377 -7.19930 -4.76888 -1.149 -0.247 -0.069
H 2.42057 -7.55131 -4.88793 -0.016 -0.003 -0.007
H 2.09175 -5.86400 -5.31985 0.046 0.037 0.066
H 2.10043 -6.35376 -3.62023 0.004 0.040 -0.020
C -1.20854 3.05675 5.74012 -0.184 -0.688 -0.127
C -2.62930 2.73658 5.57294 1.364 0.336 0.169
N -3.73385 2.48754 5.44320 -1.125 -0.232 -0.110
H -0.59999 2.18870 5.49044 -0.070 -0.005 0.043
H -0.93751 3.87491 5.08966 0.042 0.003 -0.050
H -1.01403 3.34286 6.77030 0.017 0.045 -0.015
C -3.29342 6.96306 7.15917 0.153 -0.119 -0.096
C -2.17197 6.34139 6.44945 -1.097 0.604 0.654
N -1.30618 5.85469 5.89323 0.847 0.115 -0.477
H -4.11835 6.25679 7.23251 0.012 -0.009 -0.015
H -2.98040 7.25317 8.16017 0.004 -0.001 -0.007
H -3.62632 7.84666 6.61850 0.007 -0.006 -0.004
C -5.07478 -5.52703 1.41357 0.113 0.208 0.023
C -4.37925 -4.24147 1.53409 -0.757 -1.243 -0.188
N -3.83958 -3.24323 1.62901 0.395 0.953 -0.035
H -6.15044 -5.36853 1.45526 0.007 0.011 0.002
H -4.81911 -5.99654 0.46577 0.008 0.006 0.000
H -4.77877 -6.18450 2.22906 0.002 0.005 -0.004
C -3.04665 -1.66398 -1.10420 0.086 -0.068 -0.351
C -2.76206 -1.80061 -2.53758 -0.289 0.167 1.385
N -2.54113 -1.90645 -3.65011 -0.030 -0.094 -0.995
H -3.06279 -2.64577 -0.63562 0.020 0.094 -0.012
H -2.27652 -1.05705 -0.63114 0.004 -0.021 0.020
H -4.01388 -1.18560 -0.96415 0.005 -0.011 0.016
C 2.31911 -3.62484 -7.83703 0.143 -0.011 0.202
C 3.25402 -3.78513 -6.71761 -0.887 0.202 -1.111
N 3.97776 -3.91103 -5.84748 0.726 -0.166 0.877
H 2.33905 -2.59501 -8.18876 -0.002 0.000 0.007
H 2.60383 -4.28638 -8.65273 -0.001 0.003 0.004
H 1.30920 -3.87180 -7.51262 0.001 0.003 -0.001
C 3.57785 3.41759 -4.87410 -0.042 -0.056 -0.226
C 2.88731 2.75281 -5.98400 0.674 0.656 1.077
N 2.35245 2.23573 -6.84611 -0.563 -0.583 -0.853
H 2.95374 4.21262 -4.47253 -0.026 -0.052 0.046
H 3.78124 2.69701 -4.08564 -0.025 0.043 0.031
H 4.51819 3.84119 -5.22279 -0.016 -0.018 -0.044



80
Properties=species:S:1:pos:R:3:forces:R:3 method="wB97M-V/def2-TZVPD" de_lowest_kcal_mol=0.0 lumo_ev="-1.76 / -5.25" homo_lumo_gap_ev="7.498 / 5.423" charge=+1 s_squared=6.04 max_force_ha_per_bohr=0.0098 homo_ev="-9.3 / -10.7" multiplicity=5
Ir -0.02297 -0.80907 -0.41139 0.047 0.500 0.000
C 3.66880 -2.11339 1.02567 0.008 0.009 0.013
C 3.62584 -0.73576 0.36013 -0.002 -0.028 0.067
C 3.50882 0.38303 1.39305 -0.002 -0.016 0.032
P 2.27186 -0.69346 -0.86637 -0.193 -0.138 -0.076
C 2.71823 -1.94022 -2.14312 0.080 0.003 -0.055
C 4.18259 -1.95531 -2.57888 -0.022 -0.024 -0.017
C 1.78770 -1.80742 -3.34809 0.025 0.007 -0.026
C 2.30173 0.93435 -1.65231 0.086 0.011 0.034
C 3.41408 1.47220 -2.29085 0.011 -0.032 -0.022
C 3.30866 2.62647 -3.04912 -0.037 0.019 0.003
C 2.06447 3.22703 -3.19081 0.014 0.001 -0.009
C 0.95672 2.73311 -2.52314 -0.008 0.023 -0.025
C 1.07348 1.61230 -1.69779 -0.237 -0.068 0.208
N -0.01030 1.09367 -0.93107 -0.004 0.076 -0.059
C -1.15004 1.91510 -0.66764 0.302 -0.147 -0.107
C -1.04925 3.28610 -0.42965 -0.013 0.022 0.001
C -2.18716 4.02938 -0.15960 -0.004 -0.009 0.001
C -3.43660 3.42466 -0.11890 0.035 0.014 -0.004
C -3.53084 2.05404 -0.29852 -0.001 -0.031 0.024
C -2.39619 1.29045 -0.55261 -0.081 -0.021 0.037
P -2.34843 -0.52197 -0.56520 0.085 -0.022 0.078
C -3.58027 -1.05115 0.68508 -0.006 -0.055 -0.019
C -3.65437 -2.58019 0.71843 0.008 -0.009 0.000
C -3.32227 -0.47627 2.07619 0.007 0.029 0.008
C -3.00042 -1.08503 -2.18534 -0.047 0.045 -0.090
C -2.17610 -0.45122 -3.30885 -0.027 0.008 -0.013
C -4.48899 -0.81011 -2.39058 0.000 -0.030 -0.022
H 4.49936 -2.16200 1.73153 -0.006 0.017 0.002
H 3.79560 -2.92248 0.30625 0.008 0.004 0.000
H 2.74422 -2.29968 1.57772 0.007 0.004 -0.017
H 4.53989 -0.58314 -0.22101 0.033 0.007 0.011
H 2.72054 0.15974 2.11254 -0.012 0.016 -0.015
H 3.30008 1.35277 0.93737 0.004 -0.009 -0.013
H 4.44582 0.47002 1.94579 -0.011 -0.013 0.002
H 2.48441 -2.88500 -1.64174 -0.023 -0.004 0.004
H 4.46269 -1.03224 -3.08759 -0.007 0.004 -0.003
H 4.32969 -2.76825 -3.29201 0.001 -0.001 0.010
H 4.87216 -2.12385 -1.75223 -0.002 0.017 0.011
H 1.92547 -0.84744 -3.85151 -0.011 -0.003 0.001
H 0.74109 -1.90852 -3.06034 -0.016 0.002 0.015
H 2.00794 -2.59812 -4.06680 0.003 0.009 0.002
H 4.37253 0.97556 -2.20946 -0.008 -0.004 0.005
H 4.17708 3.03458 -3.54749 -0.006 0.000 -0.003
H 1.95244 4.09505 -3.82725 -0.001 -0.001 0.005
H -0.00044 3.21467 -2.65523 0.001 0.007 -0.013
H -0.08183 3.76752 -0.44121 0.002 0.017 0.007
H -2.09411 5.09120 0.02752 0.003 -0.003 -0.004
H -4.32306 4.01065 0.08107 0.004 0.000 0.003
H -4.49659 1.57181 -0.20784 0.010 -0.003 -0.010
H -4.53400 -0.65648 0.32260 -0.032 -0.017 0.019
H -2.68992 -3.01307 0.99027 -0.002 0.023 0.002
H -3.94546 -3.00543 -0.24256 -0.003 0.010 -0.007
H -4.39195 -2.89571 1.45770 -0.005 0.012 0.000
H -2.43783 -0.91978 2.53033 0.009 -0.016 -0.008
H -4.17402 -0.70934 2.71768 0.009 0.005 0.002
H -3.19656 0.60717 2.06734 0.003 -0.008 -0.011
H -2.82327 -2.16529 -2.18351 0.030 -0.008 -0.001
H -2.35501 0.62575 -3.35822 0.001 -0.005 0.006
H -2.46594 -0.88232 -4.26784 -0.009 0.006 0.005
H -1.10481 -0.60943 -3.17974 0.014 -0.017 0.011
H -4.70522 0.25906 -2.33120 0.010 -0.001 0.008
H -5.11991 -1.33493 -1.67374 0.009 0.002 0.005
H -4.78233 -1.14432 -3.38708 -0.003 0.005 0.005
Cl -0.08049 -3.12804 -0.34517 -0.033 -0.289 -0.005
N 0.52772 1.30675 6.55941 0.030 0.031 -0.067
C 0.28796 0.07469 6.01194 -0.031 -0.129 0.057
S 0.03339 -1.22570 7.13120 0.051 0.075 -0.039
C 0.21637 -0.12148 4.62065 -0.037 0.037 0.078
C 0.11057 -1.41107 4.03970 -0.017 -0.018 -0.054
C 0.03670 -1.55115 2.67907 0.126 -0.001 0.096
N 0.07222 -0.50368 1.83193 0.028 0.021 -0.042
C 0.17145 0.72491 2.36316 -0.153 0.140 0.018
C 0.23560 0.96625 3.71136 -0.010 -0.012 -0.127
H 0.60754 1.39241 7.55915 -0.068 -0.029 0.011
H 1.10510 1.94658 6.03659 0.051 -0.014 0.027
H 0.10206 -2.30198 4.65439 0.009 0.012 0.006
H -0.04181 -2.52874 2.22187 -0.008 0.000 -0.010
H 0.17433 1.54759 1.65713 0.037 -0.018 0.045
H 0.26371 1.99268 4.04881 0.000 -0.001 0.009